(1)
This record from the OMol25 dataset describes a molecular structure, C43H54ClN5O11P2Y at a distorted geometry. The level of theory is ωB97M-V/def2-TZVPD.

For the LUMO energy, the calculation gives -2.66 eV. As for the net charge: +1. The total energy comes out at -107590.8793 eV. Its energy above the lowest of the compared OMol25 structures with the same formula, charge and spin is 0.000 eV. As for the HOMO-LUMO gap: 0.269 hartree. As for the largest force on an atom: 3.61 eV Å⁻¹.

Element x y z (Å)
C  -1.60542  -1.49727  1.37917
H  -0.76185  -2.46690  -5.46173
H  -4.73415  -1.24188  -6.53777
C  -4.12221  -1.01034  -5.66448
H  -3.31887  -1.74376  2.65914
H  -4.30989  1.31318  -3.14508
H  3.16974  -3.15034  3.21375
H  1.96050  5.03196  0.96228
H  5.78618  -2.71763  -3.63971
C  -3.31865  0.92896  -2.89405
N  0.87646  -0.82710  2.37372
O  2.77411  5.58995  0.85926
H  1.30304  -4.68800  -2.20029
C  4.20986  -0.90540  -1.24218
H  -5.97308  -2.99827  -1.01010
H  -4.15888  -1.83813  0.20555
H  0.38089  1.96670  3.42776
H  -6.15261  0.45088  0.53115
C  4.45120  0.37111  -1.73347
C  -0.10264  1.02765  3.70724
H  -0.29519  -0.01812  -5.42912
H  -2.70772  0.84625  -3.79770
H  -0.18429  -3.81854  -3.46646
H  -3.88634  4.00732  -3.04312
N  3.91421  1.49779  -1.00550
H  -6.69169  -1.41254  -4.91627
H  -6.44533  -2.69418  0.66846
C  5.40806  -1.85199  -3.10588
C  2.43470  2.56616  0.08573
C  -0.36497  -1.98777  -4.57277
O  -4.77136  -0.64322  -1.39142
C  -6.20807  -2.21473  -0.28422
C  -2.94621  3.07078  1.47656
P  -3.43083  -0.73412  -2.18847
C  4.68873  -2.01094  -1.92851
H  1.61854  0.10171  5.51000
C  0.83937  -0.13677  3.53009
C  -4.64132  -1.77719  -4.46524
O  -1.95385  3.27644  -2.71111
H  -3.06539  2.89275  -5.12772
H  -2.61392  3.86057  2.15149
H  -5.31290  4.07497  0.54214
C  -6.03038  -1.32590  -4.05207
H  2.41884  -4.51430  1.91734
C  -2.78362  3.92282  -4.88617
O  -1.93722  -0.28290  1.20819
C  5.63888  -0.57547  -3.59301
H  -3.45484  4.59503  -5.42490
C  3.75743  4.92201  0.29014
H  2.23332  -5.80059  -0.18425
H  -7.08852  -1.66386  -0.62512
O  -3.55892  2.61640  -0.86998
H  -0.98925  0.92719  3.09312
O  4.82325  5.43783  0.07762
O  0.70494  3.79750  1.16419
C  -2.45602  5.59814  -3.03235
C  0.37181  -0.03941  -3.39010
C  -4.44305  4.59931  0.13682
C  -0.04576  -2.74437  -3.46031
C  -5.04405  -1.27585  -0.08896
C  2.51321  -2.29483  3.32035
H  0.02580  2.02540  -3.93003
H  -6.43308  -1.93949  -3.24539
Cl  5.99861  3.17390  -1.27821
H  -2.49190  -3.27462  2.17265
H  3.19092  -1.81618  5.30101
H  -4.17135  0.07117  -5.49450
H  -3.08847  -1.28809  -5.88397
H  -3.11761  6.31608  -3.52323
O  -1.26064  1.45016  -1.19483
H  3.66169  -1.01232  -0.31966
N  0.58372  -0.76532  -2.27231
H  -2.36410  4.22205  -0.22323
C  -0.12423  -0.63209  -4.54946
O  0.42407  1.62416  0.89779
C  1.09462  2.70032  0.76297
H  1.70517  1.48497  -4.00700
C  -3.24507  3.68364  0.12885
C  2.52403  -1.55246  4.48805
H  -4.67654  -2.83375  -4.70921
H  -1.76206  4.09766  -5.23664
H  -4.23282  5.46740  0.76614
N  2.70439  1.38267  -0.42780
O  -2.22757  -1.13623  -1.43169
C  -5.32983  -0.17123  0.90355
C  0.77809  1.40788  -3.43324
C  0.92811  -2.85414  -1.15311
C  3.51273  3.48442  -0.10070
H  -5.62473  -0.59869  1.86541
C  1.66760  -1.91346  2.29946
C  -2.87045  4.19333  -3.39982
H  -2.50764  5.75950  -1.95170
N  1.02611  -2.16201  -0.01395
H  -2.14695  2.34198  1.40815
C  2.00828  -4.05031  1.03058
C  1.36105  -4.16172  -1.25678
H  -4.44734  0.45030  1.05038
C  5.16140  0.53944  -2.91605
H  6.19514  -0.43624  -4.51336
O  -3.63491  -1.72267  -3.39678
H  -3.83982  2.59833  1.89131
C  1.89465  -4.77264  -0.13888
H  -1.42861  5.78296  -3.36138
C  -2.36156  -2.22258  2.43239
H  0.95820  1.79969  -2.44464
Y  -0.29565  -0.16087  0.03075
P  -2.44669  2.07675  -1.82292
C  1.66349  -0.48532  4.60044
H  -1.73509  -2.18525  3.33497
H  -4.68313  4.95129  -0.87061
H  -0.39786  1.10035  4.75345
C  0.43852  -2.10334  -2.34065
C  4.42935  2.73991  -0.80855
H  -6.03751  -0.28317  -3.72260
H  5.32511  1.52313  -3.32646
H  4.50606  -3.00334  -1.53194
C  1.57365  -2.73324  1.05786

(2)
This record from the OMol25 dataset describes a molecular structure, C43H54N5O11P2SW. The level of theory is ωB97M-V/def2-TZVPD.

The multiplicity is 3. For the LUMO energy (alpha / beta), the calculation gives -3.32 / -3.44 eV. As for the net charge: +1. The total energy comes out at -106684.3660 eV. Its energy above the lowest of the compared OMol25 structures with the same formula, charge and spin is 0.000 eV. As for the HOMO-LUMO gap (alpha / beta): 0.247 / 0.278 hartree. As for the largest force on an atom: 0.90 eV Å⁻¹.

Element x y z (Å)
C  5.24183  0.46934  -1.05684
H  5.39846  1.63029  0.74134
H  2.42735  -1.20099  -4.59948
H  -6.08915  -0.14794  -4.22725
H  -1.72637  0.43651  6.07718
C  -1.37878  3.45070  -1.35614
H  -2.89136  2.64048  4.60777
C  -3.66885  -0.35423  4.04956
H  6.43732  -1.21935  -0.41739
H  1.63046  2.47200  4.54992
H  -2.11064  0.70799  -2.87768
C  2.45416  3.97320  -5.35914
H  5.57579  -2.30796  -2.94832
C  2.32906  4.27703  -4.01159
H  -0.36566  -1.89482  -4.27923
C  4.73774  0.86970  0.32363
O  4.43482  -2.53282  -0.31646
H  -0.62243  -0.60584  5.16100
H  4.10609  -0.75397  -4.26871
H  -0.48400  -1.97579  2.29933
H  5.69317  1.38106  -2.95932
O  0.79942  2.76408  3.06149
H  -0.44163  -3.52349  -3.57437
H  -1.71446  2.83990  3.29079
C  2.16250  -1.53794  2.64135
C  -2.58586  2.27495  3.62727
H  2.70041  -4.69616  -3.29677
H  2.70604  -3.56712  2.93771
H  -0.47771  5.12151  -2.33205
C  -5.03567  0.71560  -1.13348
H  2.76765  4.73918  -6.05643
N  2.59806  -1.09895  3.84043
H  7.30423  0.32943  -0.48934
H  2.54981  5.27535  -3.65713
O  2.35995  -1.13206  -0.24308
N  -0.41263  -1.99517  0.24879
N  0.26604  -0.86626  -1.97573
H  1.70268  -3.61330  -4.28853
C  2.72431  -3.91762  -4.05920
C  -1.12095  0.36426  5.17342
H  -4.21268  0.08324  4.88577
C  -0.80443  -2.61067  -0.90097
C  -0.78055  -2.52037  1.42081
H  -5.40916  0.88892  -0.13181
C  6.55404  -0.29428  -0.97813
O  1.33603  1.27032  -1.34798
C  -1.91161  -4.32300  0.33542
H  3.36026  -2.81299  1.45292
C  1.56080  0.53711  2.88202
H  -3.40684  2.41970  2.92487
H  5.03258  -3.94592  -2.58520
H  4.40892  2.19632  -2.05276
H  2.29410  2.45514  -6.86831
O  0.69464  1.66541  1.10382
H  -3.76566  6.03646  0.26133
C  1.65378  2.01365  -3.57517
P  -2.14197  0.53419  3.69732
H  -4.00062  3.63550  0.81265
H  3.73990  -1.91345  -5.55860
H  6.91168  -0.53622  -1.97967
C  1.93292  3.29724  -3.11417
W  0.65698  -0.08224  0.03608
H  -6.96183  0.25170  -1.95618
C  -5.41047  0.12803  -3.43144
C  -3.17296  0.61100  -2.68857
H  1.67454  -3.28555  1.52513
H  3.15622  -1.61642  4.50433
C  -3.10620  5.31086  -0.19462
O  -1.46706  0.04726  2.45338
O  2.85525  -2.30075  -2.35007
H  3.72946  1.28601  0.25678
C  3.45171  -1.57363  -4.56237
C  2.18459  2.68977  -5.81830
C  -1.54843  -3.77546  -0.88958
H  4.72928  0.01691  1.00683
C  2.55057  0.93111  5.27698
H  -3.43999  -1.39445  4.28500
H  -2.01629  6.77141  -1.31563
C  -0.39705  -1.94234  -2.15668
H  5.41035  -3.48062  -4.25597
C  -1.25442  4.79728  -1.65207
H  -1.87828  -2.49453  -3.56516
H  -1.78938  -4.07934  2.47052
H  1.84397  3.51194  -2.05693
C  5.36695  1.68403  -1.96437
C  3.53842  -2.72818  -3.57573
N  1.48066  -0.55361  2.05534
H  -3.67534  0.07072  -4.69561
H  -4.29725  -0.33359  3.15863
O  4.24215  -0.36416  -1.71501
C  -2.11896  5.72140  -1.07801
N  0.64964  -0.10887  -3.05913
H  -2.49269  -5.23448  0.36583
C  0.97545  1.77941  2.36118
C  2.23601  0.21576  4.01563
C  -2.37811  3.05596  -0.47809
C  -3.23849  3.96510  0.11731
H  -0.69883  2.72035  -1.77346
P  3.54288  -1.64236  -1.08409
C  1.21334  0.98104  -2.60980
C  1.78097  1.70831  -4.92904
H  -0.36765  1.15142  5.19967
H  6.09949  2.38246  -1.55834
C  -5.90485  0.35771  -2.15710
H  1.57117  0.70413  -5.26816
C  -1.52755  -3.68817  1.49809
H  3.16451  -4.33330  -4.96606
O  2.11148  2.17538  5.36722
S  -2.60289  1.33596  -0.09706
C  -3.68665  0.84316  -1.41673
C  4.97636  -3.13990  -3.31434
C  2.49073  -2.88332  2.11786
H  -1.83788  -4.24571  -1.81606
O  -1.29780  0.68774  -0.53871
O  3.15071  0.35729  6.14659
C  -0.78849  -2.49426  -3.47798
C  -4.04946  0.24928  -3.69617